Entry 1:
16
Properties=species:S:1:pos:R:3:forces:R:3 method="wB97M-V/def2-TZVPD" orbital_gap_ev="5.40 / 5.43"
H 0.0496 0.2158 2.6539 0.09 -0.42 -0.15
C 0.3837 -0.5985 1.9773 0.51 0.99 -0.08
C -0.0214 -0.2353 0.5544 0.06 0.46 -0.71
O 0.5382 0.9317 0.0273 -1.43 0.00 0.37
La -1.6298 -3.4749 1.3837 1.89 2.14 1.20
O -0.1785 -1.8206 2.3123 -1.95 -2.35 -1.01
H 1.4923 -0.6159 2.0267 -0.42 -0.16 0.08
H -1.1301 -0.1702 0.5434 0.01 -0.10 -0.01
H 0.2922 -1.0853 -0.0875 -0.18 -0.27 0.05
C 0.1234 1.1035 -1.5770 0.93 0.03 -0.27
O -0.9377 0.4904 -1.9761 -0.24 -0.31 1.13
O 0.1508 2.4850 -1.7991 0.00 -0.60 0.65
H -0.6444 2.8507 -1.3984 -0.11 -0.03 -0.08
Li -1.6333 -1.1196 -1.5488 0.42 0.73 -0.14
O 1.3159 0.5771 -2.0355 2.20 -0.78 2.89
H 1.8291 0.4660 -1.0568 -1.78 0.68 -3.92

=====

Entry 2:
13
Properties=species:S:1:pos:R:3:forces:R:3 method="wB97M-V/def2-TZVPD" smiles=N#C[C@H]1C[C@H]2CN21 orbital_gap_ev=10.68
N 0.5809 2.3133 0.6363 -0.97 0.94 -1.15
C -0.2321 1.7859 -0.0015 0.70 0.58 0.75
C -0.9079 0.5937 -0.4743 -0.18 -0.61 0.75
C 0.1048 -0.2743 -1.2505 0.21 -0.10 -0.03
C 0.2861 -1.0856 0.0179 0.23 -0.33 -0.04
C 0.4197 -0.3586 1.3056 0.35 0.57 0.06
N -0.9123 -0.4970 0.7147 -0.33 0.57 -0.69
H -1.9020 0.7705 -0.8953 0.31 -0.22 0.20
H 0.9852 0.2121 -1.6741 -0.17 0.09 0.02
H -0.3933 -0.8677 -2.0228 0.07 0.09 0.18
H 0.4368 -2.1600 -0.0502 -0.11 0.10 0.28
H 0.7315 0.6901 1.3806 0.52 -1.15 0.05
H 0.6743 -0.8673 2.2348 -0.64 -0.52 -0.38

=====

Entry 3:
10
Properties=species:S:1:pos:R:3:forces:R:3 method="wB97M-V/def2-TZVPD" smiles="O=CC(O)C=O" orbital_gap_ev=10.46
C 0.2373 0.1888 0.4746 -3.02 1.87 -1.03
C -0.8295 -0.8265 0.0979 -3.23 2.17 0.16
C 0.4102 1.3282 -0.5102 0.05 0.71 0.88
H 1.1190 -1.3574 0.4265 0.63 -1.24 0.35
H -0.2483 0.7840 1.3606 1.13 -1.27 -0.46
H -1.7750 -0.3297 -0.3540 1.18 -0.85 0.24
H 1.3955 1.8552 -0.4499 -0.05 -0.57 -0.21
O 1.3864 -0.4479 0.5193 3.26 -1.06 1.49
O -0.8244 -1.9708 0.4532 0.87 -0.17 -0.43
O -0.4869 1.7818 -1.1421 -0.83 0.40 -1.00

=====

Entry 4:
14
Properties=species:S:1:pos:R:3:forces:R:3 method="wB97M-V/def2-TZVPD" smiles="S=C1NOC[C@H]2N[C@@H]12" orbital_gap_ev=8.88
C -1.4555 -0.2020 0.0493 -0.70 -1.86 -1.29
C 1.3466 -0.7261 -0.2037 0.47 0.62 2.52
C 0.9037 0.6170 0.3467 0.47 1.44 -0.40
C -0.5547 0.8991 0.3544 -0.55 -1.13 1.75
H -1.3867 -2.1986 -0.3338 -0.18 -0.11 -0.09
H 2.3674 -1.0340 0.0969 -0.74 0.09 0.32
H 1.3254 -0.7372 -1.2236 -0.04 0.31 -2.93
H 1.4862 1.1100 1.1473 -0.29 -0.27 -0.73
H 0.2520 2.4698 -0.5513 0.34 -0.40 -0.02
H -0.9759 1.4878 1.1408 0.04 0.65 0.35
N -0.8213 -1.3663 -0.3566 -0.29 0.78 0.52
N 0.1884 1.4582 -0.6864 1.32 0.86 -0.63
O 0.4082 -1.6636 0.2482 0.08 -1.16 0.46
S -3.0837 -0.1142 -0.0282 0.07 0.20 0.18

=====

Taking the records one at a time from the top gives E values of -533.11408, -303.51545, -342.37047, -738.84106 a.u..
Taking the records one at a time from the top gives molecular weight values of 267.9, 94.1, 88.1, 130.2 g mol⁻¹.